Density functional theory data (ωB97M-V/def2-TZVPD) for a single C4H6N2O molecule.

Structure (XYZ):
```
13
Properties=species:S:1:pos:R:3:forces:R:3
C -1.711564 0.495233 -0.013169 0.0334 0.0140 -0.0042
C -0.893526 -0.748967 -0.307621 -0.2483 -0.0701 0.0903
O 0.330880 -0.367926 -0.969947 0.1660 0.0083 -0.0283
C 1.410651 -0.244681 -0.177820 0.2359 -0.3084 0.1288
N 2.093987 -1.237557 0.196218 -0.1614 0.3828 -0.0607
C 1.718464 1.138441 0.199977 0.2581 0.9630 0.2854
N 1.959985 2.214624 0.549169 -0.2268 -1.0236 -0.3586
H -1.950746 1.003258 -0.953140 -0.0327 -0.0671 0.1968
H -2.637938 0.238620 0.509548 0.0882 0.0036 -0.1196
H -1.149480 1.193438 0.614748 -0.0772 -0.1002 -0.0444
H -1.409652 -1.414855 -1.002711 0.0674 0.1007 0.0722
H -0.649236 -1.327477 0.591394 -0.0188 0.1280 -0.1327
H 2.888174 -0.942152 0.763349 -0.0838 -0.0308 -0.0250
```
Forces are in eV/Å.

Calculated values
**SMILES**: [H]/N=C(\C#N)OCC
**ΔE to the lowest compared entry with this formula, charge and spin**: 180.62 kJ/mol
**2S+1**: 1
**Kohn-Sham gap**: 11.38 eV

Density functional theory data (ωB97M-V/def2-TZVPD) for a molecular structure, C2H3Cl2O2P.

Structure (XYZ):
```
10
Properties=species:S:1:pos:R:3:forces:R:3
C -0.901865 -1.017519 -0.434276 0.1771 0.0084 0.0227
C 0.304406 -1.550027 -0.394176 -0.0757 0.1307 -0.1199
O 4.137007 0.872573 -0.679505 0.7775 0.3737 -1.0218
O 2.313519 0.972710 0.986609 -0.0495 -0.6590 0.2876
P 3.443078 0.027977 0.279103 -0.3220 0.5154 1.5007
Cl 1.602400 -0.994684 -1.402022 -0.6225 -0.2140 -0.6441
Cl 0.754346 -2.845147 0.628879 -0.0065 -0.1615 0.1595
H -1.126109 -0.193617 -1.088828 0.0583 0.0863 -0.1355
H 2.258976 1.872674 0.640283 0.1400 0.0382 -0.1792
H -1.683917 -1.390945 0.202127 -0.0768 -0.1183 0.1300
```
Forces are in eV/Å.

Calculated values
**ΔE to the lowest compared entry with this formula, charge and spin**: 111.85 kJ/mol
**2S+1**: 1
**Kohn-Sham gap**: 10.46 eV